Record 1
# C3H8O3S3

C3H8O3S3 in the gas phase (ωB97M-V/def2-TZVPD, OMol25).

Cartesian coordinates (Å):
C 1.874 1.627 0.244
C -2.170 -0.882 1.017
C 0.041 -0.899 -0.937
O 0.820 -0.990 0.119
O -1.202 1.307 -0.161
O -2.433 -0.271 -1.668
S 3.874 -0.590 -0.108
S 2.212 -0.087 0.789
S -1.542 -0.070 -0.547
H 2.315 2.352 1.037
H 0.737 1.713 0.316
H 2.099 1.939 -0.813
H -1.647 -1.871 1.145
H -1.884 -0.086 1.859
H -3.320 -1.006 0.974
H 0.486 -0.286 -1.799
H -0.261 -1.901 -1.466

LUMO level   -0.320 eV
Orbital gap   8.7 eV
Energy relative to the best compared isomer or geometry (same formula, charge and spin)   259.8 kJ/mol
Spin multiplicity   1

***

Record 2
# C8H15N6O

A gas-phase ion, C8H15N6O (charge +1) (ωB97M-V/def2-TZVPD, OMol25).

Cartesian coordinates (Å):
C 0.365 -0.130 1.830
C 0.333 1.947 -1.281
C -1.170 -2.792 -0.103
C 2.293 0.733 0.671
C -1.159 -2.041 1.166
C 2.132 2.199 0.496
C -1.360 -1.592 -1.213
C -0.570 -0.471 -0.582
N 1.433 0.442 1.864
N -0.174 0.626 -1.264
N -0.400 -0.756 0.737
N 1.170 2.530 -0.385
N -0.267 -0.243 3.025
N -0.114 2.525 -2.518
O -0.868 -1.887 -2.484
H -0.350 -3.417 -0.245
H -2.050 -3.255 -0.097
H 2.143 0.143 -0.281
H 3.264 0.666 1.075
H -2.158 -1.757 1.633
H -0.576 -2.367 1.990
H 2.456 2.921 1.135
H -2.508 -1.325 -1.291
H -0.311 0.407 -2.298
H 1.113 3.629 -0.412
H 0.276 0.049 3.871
H -1.217 -0.516 3.170
H -0.927 3.134 -2.383
H 0.483 3.214 -2.849
H -1.281 -2.616 -2.976

LUMO level (spin up / spin down)   -3.195 / -3.197 eV
Charge   +1
Orbital gap (spin up / spin down)   7.0 / 7.0 eV
Energy relative to the best compared isomer or geometry (same formula, charge and spin)   51.4 kJ/mol
Spin multiplicity   1

***

Record 3
# C4H8N2

A gas-phase ion, C4H8N2 (charge +2) (ωB97M-V/def2-TZVPD, OMol25).

Cartesian coordinates (Å):
C 0.362 0.015 -2.002
C -0.178 -0.561 0.471
C 0.516 1.385 -1.477
C 0.234 0.208 1.749
N 0.061 0.095 -0.777
N -0.931 -1.605 0.423
H 0.369 -0.658 -2.782
H 1.478 1.632 -1.163
H -0.355 1.885 -1.767
H -0.603 0.895 1.958
H 0.490 -0.440 2.605
H 0.947 1.123 1.696
H -0.921 -2.143 1.392
H -1.471 -1.833 -0.326

Structure (SMILES)   CC(=[NH2+])[N+]1=CC1
LUMO level   -11.432 eV
Charge   +2
Orbital gap   10.7 eV
Energy relative to the best compared isomer or geometry (same formula, charge and spin)   223.5 kJ/mol
Spin multiplicity   1

***

Record 4
# C48H69F27O27

12 unconnected molecules or ions with the total composition C48H69F27O27 (ωB97M-V/def2-TZVPD, OMol25).

Cartesian coordinates (Å):
C -7.671 -1.072 -0.111
C -6.163 -1.154 -0.070
O -5.623 -0.331 -1.112
C -4.298 -0.293 -1.186
O -3.543 -0.862 -0.441
O -3.980 0.466 -2.223
C -2.604 0.440 -2.621
H -8.037 -1.270 -1.117
H -7.975 -0.071 0.196
H -8.093 -1.787 0.595
H -5.753 -2.166 -0.084
H -5.817 -0.738 0.879
H -2.426 1.206 -3.364
H -2.488 -0.524 -3.119
H -1.856 0.559 -1.848
C 4.219 -2.343 1.810
C 4.762 -3.467 0.931
O 6.108 -3.264 0.496
C 7.067 -3.415 1.392
O 6.903 -3.765 2.536
O 8.235 -3.139 0.835
C 9.356 -3.070 1.717
H 4.213 -1.375 1.310
H 4.847 -2.280 2.698
H 3.213 -2.622 2.123
H 4.213 -3.595 0.006
H 4.699 -4.344 1.577
H 9.094 -2.477 2.596
H 10.165 -2.573 1.194
H 9.633 -4.067 2.057
C -0.289 1.625 0.580
C -0.684 0.141 0.629
O 0.403 -0.730 0.452
C 0.937 -0.865 -0.752
O 0.440 -0.509 -1.788
O 2.064 -1.523 -0.606
C 2.989 -1.557 -1.676
H 0.301 1.905 1.451
H -1.208 2.202 0.506
H 0.266 1.769 -0.351
H -1.503 0.052 -0.087
H -1.204 -0.065 1.563
H 2.629 -2.097 -2.549
H 3.893 -2.054 -1.342
H 3.270 -0.556 -2.000
C -1.859 -3.752 -1.822
C -0.376 -3.726 -2.063
O -0.074 -4.768 -3.017
C 1.184 -5.010 -3.273
O 2.113 -4.379 -2.861
C 1.389 -6.226 -4.203
F 2.060 -7.177 -3.555
F 0.223 -6.721 -4.610
F 2.081 -5.851 -5.282
H -2.097 -3.084 -0.996
H -2.279 -4.741 -1.636
H -2.398 -3.411 -2.710
H 0.221 -3.878 -1.163
H -0.076 -2.762 -2.474
C -0.314 5.691 0.374
C 0.665 5.063 -0.587
O -0.039 4.913 -1.837
C 0.515 4.138 -2.742
O 1.574 3.596 -2.689
C -0.387 3.996 -3.985
F -1.409 4.838 -4.024
F 0.337 4.191 -5.095
F -0.851 2.737 -3.999
H -0.663 6.675 0.059
H 0.159 5.922 1.332
H -1.144 5.005 0.517
H 0.982 4.082 -0.229
H 1.550 5.683 -0.737
C 3.969 -3.071 -6.024
C 5.331 -3.742 -5.808
O 6.314 -2.718 -5.604
C 6.563 -2.307 -4.385
O 5.968 -2.585 -3.393
C 7.740 -1.306 -4.326
F 8.382 -1.218 -5.488
F 7.283 -0.093 -3.985
F 8.595 -1.682 -3.377
H 3.170 -3.805 -6.008
H 4.094 -2.586 -6.991
H 3.821 -2.369 -5.208
H 5.582 -4.315 -6.695
H 5.319 -4.390 -4.932
C -7.879 -0.631 3.628
C -7.582 0.834 3.319
O -6.256 1.032 2.756
C -5.181 1.019 3.510
O -5.129 0.885 4.702
C -3.893 1.114 2.656
F -3.154 0.004 2.764
F -4.185 1.304 1.364
F -3.148 2.146 3.058
H -7.005 -1.077 4.072
H -8.185 -1.136 2.717
H -8.721 -0.591 4.321
H -7.571 1.420 4.243
H -8.271 1.292 2.619
C -3.718 -2.192 7.159
C -4.442 -2.350 5.840
O -3.459 -2.369 4.784
C -3.797 -2.724 3.568
O -4.901 -2.910 3.145
C -2.572 -3.042 2.691
F -1.415 -2.690 3.222
F -2.558 -4.400 2.563
F -2.728 -2.584 1.461
H -2.955 -2.970 7.252
H -4.441 -2.388 7.949
H -3.193 -1.241 7.199
H -5.141 -1.528 5.727
H -4.956 -3.311 5.768
C 3.387 0.512 -5.007
C 2.177 1.163 -5.626
O 1.202 0.110 -5.809
C 0.101 0.428 -6.449
O -0.048 1.372 -7.159
C -1.015 -0.637 -6.292
F -2.021 -0.064 -5.634
F -1.436 -1.039 -7.493
F -0.573 -1.726 -5.652
H 3.172 0.163 -3.999
H 4.055 1.351 -4.772
H 3.866 -0.201 -5.665
H 2.420 1.584 -6.603
H 1.787 1.968 -5.007
C -7.636 4.108 1.789
C -6.133 4.322 1.891
O -5.546 3.984 0.613
C -4.311 4.374 0.405
O -3.596 4.957 1.159
C -3.808 4.025 -1.019
F -4.783 3.647 -1.832
F -3.220 5.114 -1.524
F -2.883 3.062 -0.970
H -7.967 3.611 0.878
H -8.115 5.088 1.742
H -8.044 3.551 2.628
H -5.685 3.694 2.662
H -5.882 5.352 2.135
C 3.876 6.082 1.263
C 3.818 4.580 1.364
O 4.483 4.015 0.234
C 4.313 2.720 0.052
O 3.678 2.010 0.765
C 4.971 2.211 -1.250
F 3.977 1.822 -2.060
F 5.744 3.099 -1.855
F 5.700 1.126 -0.964
H 4.916 6.390 1.387
H 3.277 6.549 2.043
H 3.529 6.443 0.297
H 2.783 4.230 1.445
H 4.256 4.155 2.270
C 3.307 -1.428 6.436
C 2.506 -0.217 6.878
O 1.353 -0.116 6.039
C 0.620 0.963 6.179
O 0.731 1.792 7.032
C -0.441 1.088 5.076
F -1.301 2.059 5.271
F 0.190 1.317 3.898
F -1.100 -0.077 4.940
H 3.963 -1.134 5.618
H 2.628 -2.214 6.105
H 3.926 -1.866 7.217
H 3.143 0.666 6.794
H 2.201 -0.254 7.924

Structure (SMILES)   CCOC(=O)C(F)(F)F.CCOC(=O)C(F)(F)F.CCOC(=O)C(F)(F)F.CCOC(=O)C(F)(F)F.CCOC(=O)C(F)(F)F.CCOC(=O)C(F)(F)F.CCOC(=O)C(F)(F)F.CCOC(=O)C(F)(F)F.CCOC(=O)C(F)(F)F.CCOC(=O)OC.CCOC(=O)OC.CCOC(=O)OC
LUMO level   0.339 eV
Orbital gap   10.7 eV
Energy relative to the best compared isomer or geometry (same formula, charge and spin)   0.0 kJ/mol
Spin multiplicity   1

***

Record 5
# C3H2NOS2

A gas-phase ion, C3H2NOS2 (charge -1) (ωB97M-V/def2-TZVPD, OMol25).

Cartesian coordinates (Å):
C 0.733 0.244 -0.451
C 0.830 1.268 0.653
C -0.842 -1.303 -0.073
N 0.387 -1.011 -0.423
O 1.539 1.696 1.539
S -1.571 -2.817 0.100
S -0.740 1.724 -0.059
H 1.178 0.569 -1.364
H -1.512 -0.371 0.078

Structure (SMILES)   O=C1S[C@@H]1/N=C/[S-]
LUMO level   3.342 eV
Charge   -1
Orbital gap   7.2 eV
Energy relative to the best compared isomer or geometry (same formula, charge and spin)   219.1 kJ/mol
Spin multiplicity   1

***

Record 6
# C4H12N3

A gas-phase ion, C4H12N3 (charge +1) (ωB97M-V/def2-TZVPD, OMol25).

Cartesian coordinates (Å):
C 1.571 0.299 -0.156
C -0.470 -0.502 0.749
C 0.324 -0.314 -0.530
C 0.391 -1.420 -1.492
N -0.442 0.845 1.245
N -0.479 1.030 2.550
N -0.604 0.874 -1.236
H 2.144 0.102 0.739
H 2.209 0.816 -0.883
H -1.480 -0.782 0.518
H -0.225 -1.292 1.572
H -0.548 -1.908 -1.695
H 1.010 -2.361 -1.143
H 0.696 -1.082 -2.538
H -1.107 0.346 3.050
H -0.601 2.062 2.946
H -0.151 1.199 -2.075
H -0.590 1.474 -0.283
H -1.648 0.612 -1.337

LUMO level (spin up / spin down)   -4.075 / -3.680 eV
Charge   +1
Orbital gap (spin up / spin down)   8.2 / 9.1 eV
Energy relative to the best compared isomer or geometry (same formula, charge and spin)   569.9 kJ/mol
Spin multiplicity   1

***

Record 7
# C16H34O

A molecular structure, C16H34O (ωB97M-V/def2-TZVPD, OMol25).

Cartesian coordinates (Å):
C -0.408 5.082 -7.819
H -0.522 5.080 -9.014
C -0.668 3.632 -7.391
C -0.333 3.632 -5.756
C -0.399 2.249 -5.136
C -0.365 2.257 -3.504
C -0.665 0.955 -2.817
C -0.357 0.698 -1.524
C -0.630 -0.688 -0.895
C -0.544 -0.588 0.606
C 0.688 -0.574 1.147
C 0.945 -0.644 2.695
C 0.894 -1.800 3.258
C 0.805 -1.887 4.751
C 0.735 -3.318 5.345
C 0.801 -3.203 7.013
C 0.581 -4.472 7.539
O -0.868 -4.898 7.409
H -1.437 -4.307 7.543
H 0.951 -5.389 7.065
H 0.828 -4.702 8.577
H 0.078 -2.511 7.499
H 1.783 -3.084 7.112
H -0.542 -3.504 5.280
H 1.339 -4.231 4.770
H 0.211 -1.115 5.159
H 2.056 -1.443 5.052
H -0.434 -2.272 2.959
H 1.320 -2.522 2.929
H 0.204 0.327 3.105
H 1.893 -0.238 2.904
H 1.594 -1.286 0.711
H 1.171 0.536 0.773
H -0.845 -1.544 1.018
H -1.181 0.169 1.103
H -0.145 -1.380 -1.404
H -1.572 -1.008 -1.282
H 0.402 1.260 -1.178
H -1.140 1.493 -1.005
H -0.137 0.014 -3.370
H -1.735 0.700 -3.199
H 0.425 2.535 -3.194
H -1.040 2.923 -3.010
H 0.114 1.570 -5.489
H -1.650 1.791 -5.271
H 0.705 4.005 -5.623
H -0.981 4.467 -5.250
H 0.116 3.073 -7.752
H -1.641 3.226 -7.513
H -1.077 5.672 -7.242
H 0.678 5.261 -7.686

LUMO level   0.990 eV
Orbital gap   10.3 eV
Energy relative to the best compared isomer or geometry (same formula, charge and spin)   1462.4 kJ/mol
Spin multiplicity   1

***

Record 8
# C29H74ClN6O10

7 unconnected molecules or ions with the total composition C29H74ClN6O10 (ωB97M-V/def2-TZVPD, OMol25).

Cartesian coordinates (Å):
Cl 2.187 17.489 -10.568
O 3.361 17.484 -11.342
O 1.326 16.510 -11.086
O 2.321 17.199 -9.179
O 1.507 18.755 -10.707
C -3.869 16.064 -6.160
C -4.762 16.265 -7.335
C -4.671 17.694 -7.963
O -5.238 17.763 -9.233
C -5.043 19.067 -9.813
N -4.381 15.273 -8.285
H -2.803 16.251 -6.293
H -4.007 15.020 -5.881
H -4.108 16.619 -5.253
H -5.847 16.199 -7.253
H -3.605 17.911 -8.026
H -5.132 18.468 -7.349
H -4.000 19.104 -10.127
H -5.178 19.936 -9.168
H -5.620 19.173 -10.732
H -4.369 14.338 -7.902
H -3.449 15.548 -8.562
C 5.681 11.349 -9.213
C 4.297 10.606 -9.191
C 3.510 10.776 -7.842
O 4.075 10.054 -6.742
C 3.984 8.652 -6.901
N 3.584 11.184 -10.319
H 6.174 11.135 -10.161
H 6.376 11.017 -8.442
H 5.560 12.433 -9.214
H 4.334 9.534 -9.385
H 2.560 10.256 -7.960
H 3.394 11.808 -7.511
H 4.405 8.148 -6.032
H 4.477 8.359 -7.828
H 2.975 8.258 -7.025
H 3.401 12.168 -10.185
H 2.649 10.804 -10.357
C 5.211 18.246 -18.670
C 3.744 18.513 -18.488
C 2.999 18.618 -19.803
O 1.749 19.219 -19.461
C 0.749 19.237 -20.421
N 3.239 17.325 -17.680
H 5.767 18.975 -19.261
H 5.463 17.327 -19.200
H 5.747 18.264 -17.722
H 3.591 19.434 -17.925
H 2.964 17.655 -20.312
H 3.483 19.290 -20.511
H 0.587 18.363 -21.052
H 0.707 20.125 -21.051
H -0.153 19.202 -19.810
H 3.233 16.475 -18.227
H 3.771 17.253 -16.824
C 8.218 23.045 -14.198
C 7.380 23.434 -13.029
C 5.849 23.528 -13.382
O 5.466 24.507 -14.383
C 5.657 25.837 -13.879
N 7.540 22.416 -11.983
H 8.030 21.998 -14.433
H 9.261 23.277 -13.981
H 8.031 23.519 -15.161
H 7.623 24.443 -12.695
H 5.261 23.813 -12.510
H 5.524 22.544 -13.721
H 5.185 26.436 -14.657
H 6.663 26.256 -13.901
H 5.214 26.163 -12.938
H 7.160 21.542 -12.319
H 7.017 22.685 -11.161
C -3.369 25.170 -16.196
C -2.306 24.111 -15.958
C -1.348 24.552 -14.773
O -2.189 24.892 -13.634
C -1.431 25.417 -12.585
N -3.070 22.968 -15.706
H -3.993 24.927 -17.056
H -2.861 26.105 -16.432
H -4.055 25.360 -15.371
H -1.644 24.052 -16.822
H -0.755 25.384 -15.156
H -0.715 23.720 -14.465
H -0.654 26.157 -12.779
H -1.084 24.615 -11.933
H -2.186 25.996 -12.053
H -3.800 22.927 -16.403
H -3.628 23.213 -14.900
C 3.967 26.873 -6.645
C 3.845 26.120 -5.301
C 3.184 27.110 -4.358
C 2.435 26.484 -3.188
C 1.429 25.443 -3.651
C 2.106 24.353 -4.499
N 2.896 24.999 -5.584
O 3.505 24.061 -6.417
C 2.931 23.375 -3.562
C 0.917 23.576 -5.194
C 5.186 25.695 -4.771
H 4.354 27.887 -6.538
H 3.019 26.946 -7.179
H 4.646 26.369 -7.333
H 3.886 27.859 -3.991
H 2.435 27.720 -4.862
H 1.908 27.306 -2.704
H 3.042 26.058 -2.389
H 0.811 25.972 -4.377
H 0.819 25.104 -2.813
H 2.465 22.390 -3.539
H 3.982 23.281 -3.835
H 2.961 23.675 -2.514
H 1.229 22.849 -5.944
H 0.393 23.037 -4.405
H 0.334 24.244 -5.828
H 5.122 25.845 -3.694
H 5.990 26.342 -5.124
H 5.541 24.683 -4.967
H 2.803 23.681 -6.949

LUMO level   1.931 eV
Charge   -1
Orbital gap   7.3 eV
Energy relative to the best compared isomer or geometry (same formula, charge and spin)   420.1 kJ/mol
Spin multiplicity   1